[1]
{"formula": "C36H72Br36", "method": "ωB97M-V/def2-TZVPD", "symbols": ["Br", "C", "C", "Br", "H", "H", "H", "H", "Br", "C", "C", "Br", "H", "H", "H", "H", "Br", "C", "C", "Br", "H", "H", "H", "H", "Br", "C", "C", "Br", "H", "H", "H", "H", "Br", "C", "C", "Br", "H", "H", "H", "H", "Br", "C", "C", "Br", "H", "H", "H", "H", "Br", "C", "C", "Br", "H", "H", "H", "H", "Br", "C", "C", "Br", "H", "H", "H", "H", "Br", "C", "C", "Br", "H", "H", "H", "H", "Br", "C", "C", "Br", "H", "H", "H", "H", "Br", "C", "C", "Br", "H", "H", "H", "H", "Br", "C", "C", "Br", "H", "H", "H", "H", "Br", "C", "C", "Br", "H", "H", "H", "H", "Br", "C", "C", "Br", "H", "H", "H", "H", "Br", "C", "C", "Br", "H", "H", "H", "H", "Br", "C", "C", "Br", "H", "H", "H", "H", "Br", "C", "C", "Br", "H", "H", "H", "H", "Br", "C", "C", "Br", "H", "H", "H", "H"], "coordinates": [[18.124, 15.963, 22.875], [18.424, 16.999, 21.275], [19.399, 18.166, 21.567], [19.581, 19.318, 20.011], [17.478, 17.452, 20.991], [18.798, 16.412, 20.440], [20.383, 17.918, 21.849], [18.936, 18.802, 22.285], [11.183, 10.186, 19.353], [9.836, 9.850, 18.066], [8.665, 9.191, 18.723], [8.919, 7.432, 19.443], [10.366, 9.131, 17.411], [9.529, 10.772, 17.478], [7.894, 9.075, 17.954], [8.330, 9.908, 19.495], [13.313, 16.382, 14.329], [14.473, 14.801, 14.092], [13.781, 13.647, 13.399], [13.392, 13.942, 11.581], [14.726, 14.587, 15.097], [15.429, 15.151, 13.723], [12.833, 13.453, 13.909], [14.528, 12.895, 13.416], [12.641, 9.888, 14.969], [13.273, 11.270, 16.145], [14.665, 10.778, 16.543], [15.624, 12.265, 17.414], [12.563, 11.204, 16.992], [13.395, 12.221, 15.721], [15.332, 10.623, 15.710], [14.638, 9.932, 17.104], [8.407, 11.931, 24.357], [9.490, 10.848, 23.191], [10.940, 10.910, 23.608], [11.927, 9.391, 22.883], [9.278, 11.154, 22.189], [9.082, 9.826, 23.322], [11.082, 11.019, 24.709], [11.380, 11.889, 23.203], [10.602, 18.256, 17.113], [12.253, 18.603, 18.116], [12.805, 19.936, 17.608], [14.351, 20.498, 18.675], [12.961, 17.839, 17.935], [12.032, 18.563, 19.180], [12.151, 20.751, 17.629], [13.235, 19.842, 16.615], [14.707, 10.859, 27.965], [14.034, 10.371, 26.317], [14.503, 9.022, 25.770], [13.953, 7.638, 26.902], [14.382, 11.026, 25.580], [12.965, 10.352, 26.466], [15.565, 8.967, 25.718], [14.177, 8.707, 24.760], [17.839, 8.191, 18.084], [18.299, 7.254, 19.700], [17.666, 5.829, 19.683], [17.978, 5.064, 21.381], [17.913, 7.813, 20.553], [19.362, 7.173, 19.755], [17.934, 5.145, 18.895], [16.586, 6.085, 19.639], [9.964, 17.253, 20.739], [9.895, 18.126, 22.470], [10.256, 17.109, 23.581], [10.390, 17.993, 25.313], [8.872, 18.504, 22.538], [10.614, 18.930, 22.550], [11.233, 16.679, 23.370], [9.467, 16.373, 23.780], [7.177, 12.356, 20.081], [8.630, 13.264, 19.246], [8.392, 14.695, 19.016], [6.871, 15.001, 17.752], [8.778, 12.685, 18.414], [9.451, 13.267, 20.024], [9.208, 15.142, 18.467], [8.216, 15.260, 19.926], [12.264, 14.343, 25.560], [12.657, 14.950, 27.366], [14.078, 15.448, 27.436], [14.413, 16.535, 29.046], [12.582, 14.071, 28.010], [12.012, 15.775, 27.721], [14.447, 16.125, 26.677], [14.730, 14.583, 27.597], [17.866, 15.150, 26.655], [18.549, 13.570, 25.732], [18.029, 12.386, 26.536], [18.666, 10.809, 25.623], [19.600, 13.625, 25.694], [18.242, 13.647, 24.695], [16.947, 12.325, 26.518], [18.387, 12.343, 27.627], [10.166, 12.654, 15.596], [9.419, 14.264, 14.749], [8.617, 13.927, 13.505], [7.230, 12.748, 13.899], [10.299, 14.802, 14.486], [8.831, 14.724, 15.570], [9.280, 13.476, 12.738], [8.012, 14.827, 13.214], [12.168, 6.297, 17.660], [13.476, 6.639, 19.029], [12.828, 6.828, 20.347], [14.273, 7.125, 21.647], [13.952, 7.574, 18.729], [14.205, 5.815, 19.010], [12.231, 6.000, 20.683], [12.287, 7.749, 20.282], [18.832, 13.273, 19.918], [18.246, 12.348, 21.492], [17.413, 11.136, 20.979], [16.514, 10.119, 22.301], [17.626, 13.107, 21.986], [19.030, 12.006, 22.125], [18.024, 10.455, 20.381], [16.623, 11.486, 20.354], [16.311, 19.222, 25.124], [15.021, 18.122, 24.120], [15.038, 18.620, 22.675], [13.761, 17.654, 21.543], [14.089, 18.255, 24.584], [15.407, 17.081, 24.242], [15.979, 18.416, 22.241], [14.964, 19.669, 22.574], [16.989, 19.478, 15.284], [17.049, 17.604, 15.876], [16.170, 17.499, 17.145], [16.354, 15.646, 17.839], [18.108, 17.380, 16.001], [16.681, 17.146, 15.002], [15.164, 17.718, 16.821], [16.567, 18.161, 17.884], [14.359, 13.771, 22.646], [13.004, 14.237, 21.278], [13.640, 14.193, 19.926], [12.306, 14.305, 18.475], [12.588, 15.229, 21.464], [12.220, 13.443, 21.376], [14.056, 13.195, 19.723], [14.429, 14.899, 19.720]], "mulliken_charge": [-0.0574, -0.2102, -0.6166, -0.1825, -0.1096, 0.3753, 0.4762, 0.3042, 0.1967, -0.0349, -0.6478, -0.1471, 0.4609, -0.3919, 0.4499, 0.1319, -0.1618, -0.2280, -0.2127, -0.1134, -0.0970, 0.4842, -0.0882, 0.4034, -0.1176, 0.3748, -0.8721, -0.1438, -0.1291, -0.0232, 0.4366, 0.3601, -0.1586, -0.1973, -0.0443, -0.0791, -0.0171, 0.3668, 0.2954, -0.1730, -0.1486, 0.1799, -0.7022, -0.1990, -0.0103, -0.0736, 0.5340, 0.3772, -0.1151, -0.2243, -0.0927, -0.1469, 0.1348, 0.2941, 0.3006, -0.1771, -0.1565, -0.4705, -0.0946, -0.1376, 0.1652, 0.4351, 0.4315, -0.1802, -0.0922, -0.5520, -0.1703, -0.1873, 0.4851, 0.3340, -0.1594, 0.4176, -0.1312, 0.4819, -0.4367, -0.1815, -0.1403, -0.1474, 0.0044, 0.5164, -0.1025, -0.3837, -0.0638, -0.1514, 0.3041, 0.4111, -0.1406, 0.1162, -0.1707, -0.1698, -0.1529, -0.1973, 0.4973, -0.2217, -0.0108, 0.3809, 0.0011, -0.2772, -0.4894, -0.1333, 0.1488, 0.1082, 0.3312, 0.3586, -0.1480, -0.3456, 0.1570, -0.1762, 0.0889, 0.3016, 0.4054, -0.3391, -0.1698, -0.0003, -0.2340, 0.0043, -0.2195, 0.4723, 0.2980, -0.1490, -0.1623, -0.3299, -0.3481, 0.0353, 0.5007, 0.0413, -0.3050, 0.6144, -0.1554, -0.5153, -0.2385, -0.0619, 0.4407, 0.1161, -0.0318, 0.4195, 0.1048, 0.5542, -0.4761, 0.1358, -0.3215, -0.0957, 0.1316, 0.1820], "e_homo_ev": -10.0, "e_tot_ev": -2560031.77319, "relative_energy_kcal_mol": 8.89, "total_charge": 0, "homo_lumo_gap_ev": 10.0}


[2]
{"formula": "C36H72Br4O16S8", "method": "ωB97M-V/def2-TZVPD", "symbols": ["O", "S", "O", "C", "C", "C", "C", "H", "H", "H", "H", "H", "H", "H", "H", "O", "S", "O", "C", "C", "C", "C", "H", "H", "H", "H", "H", "H", "H", "H", "O", "S", "O", "C", "C", "C", "C", "H", "H", "H", "H", "H", "H", "H", "H", "O", "S", "O", "C", "C", "C", "C", "H", "H", "H", "H", "H", "H", "H", "H", "O", "S", "O", "C", "C", "C", "C", "H", "H", "H", "H", "H", "H", "H", "H", "O", "S", "O", "C", "C", "C", "C", "H", "H", "H", "H", "H", "H", "H", "H", "O", "S", "O", "C", "C", "C", "C", "H", "H", "H", "H", "H", "H", "H", "H", "O", "S", "O", "C", "C", "C", "C", "H", "H", "H", "H", "H", "H", "H", "H", "Br", "C", "C", "Br", "H", "H", "H", "H", "Br", "C", "C", "Br", "H", "H", "H", "H"], "coordinates": [[7.410, 3.319, 8.341], [6.405, 4.367, 8.272], [6.643, 5.778, 8.480], [5.264, 4.009, 6.831], [3.849, 3.651, 7.310], [3.989, 3.119, 8.738], [5.100, 3.861, 9.489], [5.770, 3.153, 6.384], [5.326, 4.766, 6.049], [3.303, 4.594, 7.326], [3.304, 3.040, 6.591], [4.337, 2.088, 8.804], [3.012, 3.081, 9.219], [5.532, 3.380, 10.367], [4.634, 4.798, 9.792], [-8.015, -1.490, -8.991], [-6.781, -0.710, -9.018], [-5.859, -0.666, -10.117], [-7.249, 1.027, -8.634], [-6.433, 1.319, -7.298], [-6.343, 0.056, -6.467], [-5.814, -1.042, -7.462], [-8.313, 1.004, -8.397], [-7.105, 1.713, -9.469], [-5.392, 1.631, -7.377], [-6.906, 2.188, -6.841], [-7.371, -0.223, -6.238], [-5.749, 0.240, -5.571], [-5.876, -2.105, -7.228], [-4.809, -0.855, -7.840], [4.847, -3.240, 1.245], [6.149, -3.065, 1.826], [6.479, -1.703, 2.313], [6.620, -4.418, 3.096], [8.154, -4.785, 2.882], [8.638, -4.059, 1.574], [7.464, -3.603, 0.704], [6.073, -5.351, 2.956], [6.245, -4.026, 4.041], [8.697, -4.389, 3.740], [8.382, -5.829, 2.665], [9.301, -4.771, 1.082], [9.198, -3.149, 1.788], [6.975, -4.514, 0.359], [7.641, -2.857, -0.070], [3.130, 5.629, -3.354], [4.438, 5.745, -2.644], [5.450, 4.713, -2.786], [5.244, 7.489, -2.813], [4.906, 8.243, -1.521], [4.907, 7.334, -0.252], [4.164, 6.087, -0.763], [4.925, 7.858, -3.787], [6.275, 7.141, -2.881], [5.507, 9.141, -1.380], [3.908, 8.669, -1.630], [4.407, 7.774, 0.611], [5.910, 7.000, 0.015], [3.082, 6.136, -0.643], [4.470, 5.141, -0.316], [2.803, -9.156, -1.725], [2.468, -8.655, -3.093], [3.448, -7.851, -3.873], [1.870, -10.143, -4.075], [0.422, -9.819, -4.379], [-0.177, -9.088, -3.202], [0.776, -7.869, -2.886], [1.918, -10.994, -3.395], [2.533, -10.222, -4.937], [0.234, -9.142, -5.213], [-0.187, -10.657, -4.717], [-0.273, -9.741, -2.334], [-1.200, -8.756, -3.382], [0.773, -7.475, -1.870], [0.606, -7.238, -3.758], [1.008, -4.352, -9.566], [2.337, -3.783, -9.841], [3.590, -4.619, -9.889], [2.248, -2.859, -11.411], [1.549, -1.514, -11.092], [1.960, -1.076, -9.590], [2.576, -2.246, -8.891], [1.694, -3.460, -12.132], [3.252, -2.733, -11.815], [1.689, -0.667, -11.764], [0.479, -1.718, -11.049], [1.257, -0.451, -9.040], [2.780, -0.412, -9.864], [2.278, -2.461, -7.865], [3.655, -2.108, -8.813], [-7.618, 5.649, 2.190], [-8.882, 5.046, 1.811], [-10.184, 5.746, 1.842], [-8.581, 4.295, 0.137], [-9.442, 2.984, 0.101], [-9.382, 2.327, 1.509], [-9.179, 3.368, 2.612], [-7.522, 4.039, 0.099], [-8.868, 4.953, -0.683], [-10.460, 3.116, -0.267], [-9.034, 2.391, -0.718], [-8.501, 1.691, 1.422], [-10.305, 1.753, 1.592], [-8.312, 3.095, 3.213], [-10.054, 3.539, 3.239], [-0.591, -4.680, 7.117], [-1.688, -4.632, 8.115], [-1.727, -5.659, 9.152], [-2.059, -2.995, 8.965], [-3.517, -2.634, 8.546], [-3.795, -3.257, 7.183], [-3.337, -4.667, 7.209], [-1.361, -2.296, 8.504], [-1.802, -3.061, 10.022], [-4.264, -3.013, 9.244], [-3.678, -1.564, 8.414], [-3.167, -2.623, 6.558], [-4.825, -3.200, 6.832], [-3.171, -5.189, 6.266], [-4.081, -5.086, 7.886], [-2.551, 6.251, 8.301], [-2.621, 7.973, 7.364], [-1.393, 8.164, 6.523], [0.081, 8.742, 7.790], [-2.853, 8.731, 8.112], [-3.363, 7.901, 6.569], [-1.502, 8.913, 5.738], [-1.161, 7.169, 6.144], [-1.851, 1.833, 1.865], [-1.602, 0.246, 0.646], [-1.079, 0.835, -0.697], [-1.057, -0.645, -1.942], [-2.596, -0.162, 0.463], [-0.935, -0.418, 1.196], [-0.125, 1.362, -0.694], [-1.823, 1.502, -1.133]], "mulliken_charge": [-0.6269, 1.0797, -0.6188, -0.7257, -0.5126, -0.6163, -0.7349, 0.3351, 0.4258, 0.2555, 0.3257, 0.2939, 0.3560, 0.4326, 0.3308, -0.6381, 1.1029, -0.6375, -0.6575, -0.6752, -0.5195, -0.7303, 0.3317, 0.3801, 0.3223, 0.3418, 0.2902, 0.3329, 0.4073, 0.3489, -0.6023, 0.9883, -0.6262, -0.6782, -0.5244, -0.6161, -0.6980, 0.3035, 0.4533, 0.2300, 0.3468, 0.3470, 0.2935, 0.3270, 0.4556, -0.6163, 1.0446, -0.6154, -0.7036, -0.6384, -0.4993, -0.7632, 0.4177, 0.3387, 0.3783, 0.3012, 0.2939, 0.2872, 0.3610, 0.4135, -0.6411, 1.0423, -0.6193, -0.6024, -0.6132, -0.6626, -0.6622, 0.3277, 0.3735, 0.2915, 0.3508, 0.3174, 0.3608, 0.3910, 0.3458, -0.6161, 1.0226, -0.6421, -0.6603, -0.6765, -0.5659, -0.6365, 0.4173, 0.3311, 0.4181, 0.2536, 0.3516, 0.2090, 0.4490, 0.3451, -0.6214, 1.0408, -0.6212, -0.7230, -0.6467, -0.5264, -0.6101, 0.3579, 0.4109, 0.3211, 0.3668, 0.2550, 0.2895, 0.3370, 0.3697, -0.6167, 1.0226, -0.6282, -0.6107, -0.6245, -0.6308, -0.6564, 0.3328, 0.3918, 0.3295, 0.3064, 0.3265, 0.3352, 0.4062, 0.3164, -0.1206, -0.5394, -0.6334, -0.1653, 0.3940, 0.3083, 0.3744, 0.3822, -0.1945, -0.5736, -0.5519, -0.1622, 0.3633, 0.3836, 0.3982, 0.3368], "e_homo_ev": -10.1, "e_tot_ev": -438103.15730, "relative_energy_kcal_mol": 97.28, "total_charge": 0, "homo_lumo_gap_ev": 10.0}